[1]
{"formula": "C6H7N", "method": "wB97M-V/def2-TZVPD", "symbols": ["C", "C", "C", "C", "N", "C", "C", "H", "H", "H", "H", "H", "H", "H"], "positions_angstrom": [[1.164, -0.229, -0.830], [-0.101, -1.038, -1.035], [-1.141, -0.210, -0.444], [-0.577, -0.844, 0.894], [0.013, 0.455, 1.308], [0.836, 0.883, 0.152], [-0.612, 1.122, 0.139], [1.356, 0.189, -1.828], [2.040, -0.825, -0.552], [0.136, -1.670, 0.728], [-2.191, -0.359, -0.687], [-1.346, -1.227, 1.563], [1.541, 1.675, 0.385], [-1.119, 2.079, 0.207]], "homo_lumo_gap_ev": 9.6, "e_homo_ev": -8.493, "relative_energy_kj_mol": 522.9}

***

[2]
{"formula": "C6H7N", "method": "wB97M-V/def2-TZVPD", "symbols": ["C", "C", "C", "C", "C", "C", "N", "H", "H", "H", "H", "H", "H", "H"], "positions_angstrom": [[-1.751, -1.500, 0.340], [-0.337, 0.200, 1.327], [-1.366, -0.636, 1.297], [0.169, 0.287, -0.006], [1.060, -0.817, -0.310], [0.102, 1.578, -0.722], [-2.179, -2.368, -0.282], [0.023, 0.746, 2.257], [0.833, -1.270, -1.247], [1.056, -1.488, 0.526], [2.129, -0.392, -0.334], [-0.424, 2.235, -0.141], [-0.394, 1.551, -1.787], [1.078, 1.874, -0.919]], "homo_lumo_gap_ev": [7.0, 8.4], "e_homo_ev": [-8.048, -8.830], "relative_energy_kj_mol": 502.0}

***

Summary of DFT total energy in a.u.
-287.388074; -287.396046
(order as listed above)